{
  "formula": "C34H41As2CaN3O8P2S",
  "method": "ωB97M-V/def2-TZVPD",
  "e_tot_ha": -8315.99452,
  "homo_lumo_gap_ev": 7.35,
  "charge": 2,
  "max_force_ha_per_bohr": 0.0634,
  "homo_ev": -13.4,
  "molar_mass_g_mol": 903.652,
  "species": ["C", "C", "H", "H", "H", "H", "C", "H", "C", "O", "As", "C", "C", "H", "C", "C", "H", "H", "C", "H", "H", "O", "P", "H", "H", "C", "H", "O", "C", "N", "C", "C", "C", "P", "H", "C", "H", "C", "C", "H", "H", "C", "O", "C", "H", "C", "C", "H", "H", "C", "H", "H", "Ca", "H", "C", "H", "O", "H", "H", "H", "H", "As", "C", "H", "H", "H", "H", "C", "H", "C", "H", "C", "C", "N", "C", "C", "C", "H", "C", "O", "H", "H", "C", "O", "H", "N", "H", "H", "C", "S", "H", "O"],
  "xyz": [[4.2073, 0.1082, 1.8594], [2.7290, -4.1081, 1.7494], [-2.6040, 0.1240, -1.7963], [-3.8951, -0.8624, -1.0602], [1.7964, 1.8522, -2.5257], [-5.6531, 2.8690, 2.4168], [2.0839, 1.8239, 1.1255], [-1.6507, 4.8402, 3.5160], [-4.2014, 1.4183, 0.3504], [-5.9513, 0.8706, 1.9810], [-2.7889, 3.6224, -1.3602], [0.6113, -4.4431, 2.0018], [5.1697, 1.0487, -3.3002], [0.7677, -6.1813, 3.1807], [-5.3710, 1.9063, 2.7984], [-0.5132, 1.1995, -1.1261], [3.6266, -4.2956, -2.4491], [5.0302, -0.5365, 1.4555], [-1.3483, 1.6729, -0.0379], [4.4103, -0.8675, -3.9276], [-3.0469, -2.3745, 0.5252], [-0.2558, 2.1027, -2.0051], [2.8417, 0.2074, 0.6559], [5.7419, 1.2520, -4.1689], [-4.2797, 1.8256, 2.9086], [0.7862, 1.8338, -2.9794], [4.6720, 1.0733, 1.9192], [-1.9501, 2.6457, 2.5234], [4.4455, -0.1259, -3.1446], [1.2425, -5.4463, 2.6832], [4.0658, -3.2715, -2.3471], [-1.8208, -4.9267, 2.4819], [-4.2610, 2.5502, -0.3071], [2.7719, -1.9988, -2.0417], [-5.8284, 1.7091, 3.7684], [-5.6773, 2.1564, -2.7052], [3.6437, -6.9828, 3.4331], [-2.5008, -3.1705, 0.9972], [2.6066, -5.2743, 2.5124], [0.6285, 0.8852, -3.5078], [2.4655, -1.6403, -4.4856], [-2.8335, -0.5588, -0.9869], [-2.5117, 4.6025, 1.6565], [-2.5705, 5.1496, 2.9869], [1.3094, 2.1912, 0.4560], [5.1000, 2.0090, -2.2530], [-0.8181, -4.2749, 1.8457], [-4.1081, 5.7278, -1.9393], [-4.0873, 5.4971, -0.1506], [1.8693, -1.9677, -3.6378], [-1.7699, -5.7208, 3.2234], [2.8575, 2.5974, 1.1226], [0.7975, -1.8573, -0.0013], [4.7624, -3.3323, -1.5162], [-3.5089, 5.4497, -1.0583], [-3.4156, 4.7618, 3.4650], [-6.1482, 3.7531, 0.3788], [-2.6919, 6.1732, -1.0403], [5.8223, -6.0949, 2.8429], [6.1186, -3.8723, 1.6900], [-2.6396, 6.2425, 2.9254], [-2.5953, 0.3515, 0.7840], [4.3980, 1.6760, -1.0822], [1.5193, -3.0210, -3.8291], [-2.1602, -1.3980, -0.9976], [-4.7156, 2.5682, -2.9977], [4.0819, -2.6076, 0.9393], [4.9474, -5.5026, 2.5776], [-6.3438, 2.2898, -3.5450], [-2.1163, 3.3649, 1.6134], [4.6094, -3.1271, -3.2871], [-5.6367, 3.1590, -0.5329], [3.6998, -0.4135, -2.0196], [1.4825, -3.6068, 1.4718], [5.0986, -4.2524, 1.9034], [3.7296, -6.0046, 2.9444], [4.0010, -3.5834, 1.4390], [5.5642, 2.9791, -2.2691], [3.7065, 0.5052, -0.9324], [0.0796, 0.0902, -1.1921], [0.7427, 2.6244, -3.7366], [1.0097, -1.3077, -3.5709], [-1.7811, 2.9450, 0.1716], [-5.7541, -0.3702, 0.1829], [-5.6519, 1.1401, -2.3648], [-1.2010, -3.2499, 0.9865], [3.8794, -0.2837, 2.7925], [4.4035, 2.3774, -0.3115], [-5.3991, 0.6030, 0.8031], [-3.3139, -4.2491, 2.0244], [1.7290, 1.7075, 2.1474], [-6.2932, 3.0293, -1.6899]]
}